--- A ---
A structure of composition HO3P2S2, computed with ωB97M-V with the def2-TZVPD basis set.

The total charge is -1. The frontier orbital gap is 6.26 eV.

```
8
Properties=species:S:1:pos:R:3:mulliken_charge:R:1
O -0.2726 -0.8881 0.7329 -0.51
O 2.1257 -1.5730 0.6527 -0.25
O -0.0784 0.1295 -1.8843 -0.69
P 1.3537 -0.3568 -1.5380 0.16
P 2.3050 0.2713 0.6031 0.05
S 4.2460 0.5138 0.5817 -0.51
S 0.8183 -2.0002 -0.0796 0.29
H -0.5048 -0.2977 -0.1578 0.45
```

--- B ---
A structure of composition HO3P2S2, computed with ωB97M-V with the def2-TZVPD basis set.

The total charge is -1. The frontier orbital gap is 8.09 eV.

```
8
Properties=species:S:1:pos:R:3:mulliken_charge:R:1
O -2.3809 1.8887 0.3713 -0.46
O 1.1963 -1.3994 -1.2286 -0.65
O -0.7398 0.3596 -0.9065 -0.23
P -2.1995 0.4882 -0.0136 0.33
P 0.3856 -0.6357 -0.2753 0.75
S 1.6537 0.9226 0.5217 -0.34
S -0.6083 -1.7231 1.0681 -0.54
H 2.6930 0.0992 0.4629 0.13
```

--- C ---
The ion HO3P2S2 with charge -1, computed with ωB97M-V with the def2-TZVPD basis set.

Its SMILES is O=P1=[P@]([O-])(O)SS1. The total charge is -1. The frontier orbital gap is 7.12 eV.

```
8
Properties=species:S:1:pos:R:3:mulliken_charge:R:1
O 0.1646 1.6472 -0.9112 -0.54
P 1.5073 1.1979 -1.2516 0.14
P 1.2599 -0.9806 -0.4462 0.66
O 1.4541 -2.2207 -1.1618 -0.61
O -0.2353 -1.0556 0.1819 -0.49
S 3.2558 -0.5970 0.6459 -0.28
S 2.8003 1.3981 0.5051 -0.23
H -0.4219 -0.2362 0.5971 0.34
```

Most stable = B

--- A ---
A cluster of 2 separate species, C2H3F2N in total, computed with ωB97M-V with the def2-TZVPD basis set.

The frontier orbital gap (spin up / spin down) is 8.82 / 8.38 eV.

```
8
Properties=species:S:1:pos:R:3:mulliken_charge:R:1
C 1.0086 -0.0201 -0.6377 -0.05
C -1.3331 0.1113 0.3692 0.12
N 1.7309 0.4335 0.2052 -0.44
F -1.9872 -0.9902 -0.0367 -0.22
F -1.8714 1.1309 -0.2401 -0.19
H 0.8606 -0.7639 -1.3877 0.30
H -1.1397 -0.0054 1.4767 0.25
H 2.7312 0.1039 0.2511 0.24
```

--- B ---
A cluster of 2 separate species, C2H3F2N in total, computed with ωB97M-V with the def2-TZVPD basis set.

The frontier orbital gap (spin up / spin down) is 8.64 / 9.13 eV.

```
8
Properties=species:S:1:pos:R:3:mulliken_charge:R:1
C -0.9043 0.1069 0.4747 0.21
C 1.1930 -0.0250 -0.9560 -0.24
N -0.9882 -0.4141 1.5661 -0.42
F -1.7299 0.8625 -0.2487 -0.20
F 2.1417 -0.4010 -0.1116 -0.19
H 0.8629 -0.8074 -1.6169 0.29
H 1.2451 1.0053 -1.2597 0.29
H -1.8203 -0.3271 2.1521 0.26
```

Most stable = B

--- A ---
A cluster of 2 separate species, C2H3F2N in total, computed with ωB97M-V with the def2-TZVPD basis set.

The frontier orbital gap (spin up / spin down) is 10.01 / 9.24 eV.

```
8
Properties=species:S:1:pos:R:3:mulliken_charge:R:1
C 0.6093 0.1060 0.1737 0.16
C -0.4175 -0.5181 -0.6321 0.01
N -0.5587 -0.4289 0.7250 -0.35
F 1.7527 -0.4162 0.6590 -0.22
F -0.9921 0.3487 -1.4995 -0.27
H 1.4989 2.5223 0.0444 0.07
H -0.5937 -1.5154 -0.9226 0.33
H -1.2989 -0.0984 1.4520 0.28
```

--- B ---
A cluster of 2 separate species, C2H3F2N in total, computed with ωB97M-V with the def2-TZVPD basis set.

The frontier orbital gap (spin up / spin down) is 8.32 / 9.50 eV.

```
8
Properties=species:S:1:pos:R:3:mulliken_charge:R:1
C -0.7877 -0.5875 -0.6799 0.28
C 1.1073 0.3531 1.1521 -0.32
N -1.6625 0.1438 -1.0514 -0.39
F -0.1318 -1.6119 -1.2588 -0.19
F 1.1076 1.6480 0.8326 -0.19
H 0.5571 0.1370 2.0183 0.32
H 2.1028 -0.1047 0.7625 0.26
H -2.2928 0.0222 -1.7754 0.24
```

Most stable = B

--- A ---
A cluster of 2 separate species, C2H8O2 in total, computed with ωB97M-V with the def2-TZVPD basis set.

Its SMILES is CO.CO. The frontier orbital gap is 10.24 eV.

```
12
Properties=species:S:1:pos:R:3:mulliken_charge:R:1
C -0.1501 -1.7618 -0.8256 -0.47
O 1.1145 -1.3359 -0.2937 -0.55
H -0.4944 -1.0020 -1.5281 0.21
H 0.0411 -2.7433 -1.2433 0.23
H -0.7797 -1.8361 0.0821 0.20
H 1.1056 -0.4121 -0.0047 0.41
C -0.4623 1.3391 0.8294 -0.67
O 0.6338 1.3265 -0.1325 -0.58
H -1.3496 0.8354 0.4810 0.27
H -0.8184 2.3634 0.7888 0.35
H -0.0305 1.1329 1.7964 0.29
H 1.1900 2.0939 0.0501 0.30
```

--- B ---
A cluster of 2 separate species, C2H8O2 in total, computed with ωB97M-V with the def2-TZVPD basis set.

Its SMILES is CO.CO. The frontier orbital gap is 11.29 eV.

```
12
Properties=species:S:1:pos:R:3:mulliken_charge:R:1
C 1.9644 0.9705 -0.6097 -0.49
O 1.0660 0.2143 -1.4334 -0.49
H 2.9289 0.8846 -1.1063 0.23
H 1.6999 2.0259 -0.6775 0.26
H 1.9888 0.6034 0.4106 0.20
H 0.1925 0.5421 -1.2148 0.30
C -2.0041 -0.9614 0.6759 -0.52
O -0.8921 -0.2117 1.2086 -0.50
H -2.8430 -0.2765 0.7753 0.22
H -2.1210 -1.9276 1.1498 0.26
H -1.8590 -1.0715 -0.4033 0.24
H -0.1213 -0.7922 1.2248 0.29
```

Most stable = B

--- A ---
A cluster of 5 separate species, C2H13NO3S in total, computed with ωB97M-V with the def2-TZVPD basis set.

The frontier orbital gap is 4.98 eV.

```
20
Properties=species:S:1:pos:R:3:mulliken_charge:R:1
C -0.5907 -0.5257 -0.7412 0.09
C -0.3840 0.9542 -0.3640 -0.75
S -1.8792 1.7807 -0.4459 -0.41
N 0.7114 -1.2657 -0.6825 -0.55
H -0.9403 -0.5143 -1.8285 -0.52
H -1.2930 -1.0380 -0.0440 0.37
H 0.2001 1.3601 -1.1441 0.26
H 0.1459 1.0523 0.5538 0.51
H -1.2899 -0.8949 -2.5928 0.59
H 0.6448 -2.2401 -1.0829 0.29
H 1.1121 -1.3571 0.2705 0.23
H 1.0208 -0.6373 3.2656 0.29
H -0.2192 -0.0292 2.5488 0.37
O 0.5210 -0.6799 2.4248 -0.63
H 2.1169 -0.3514 -3.4091 0.30
H 1.7726 -0.4816 -1.8035 0.41
O 2.4955 -0.2464 -2.5273 -0.72
H -1.6257 1.5683 1.7250 0.26
H -1.1898 2.1902 3.1533 0.32
O -1.3292 1.3561 2.7240 -0.68
```

--- B ---
A cluster of 4 separate species, C2H13NO3S in total, computed with ωB97M-V with the def2-TZVPD basis set.

Its SMILES is NCCS.O.O.O. The frontier orbital gap is 9.45 eV.

```
20
Properties=species:S:1:pos:R:3:mulliken_charge:R:1
N 1.4249 -0.5564 -0.3316 -0.40
C 0.2004 -1.3141 -0.3066 -0.30
C 0.4037 -2.4871 0.7510 -0.87
S -1.0695 -3.7316 0.6900 -0.21
H 1.4079 0.4286 -0.5266 0.18
H 2.1193 -0.8927 0.3111 0.16
H 0.0079 -1.7506 -1.2792 0.22
H -0.6426 -0.8815 0.2267 0.28
H 1.3085 -3.0554 0.5314 0.42
H 0.2253 -2.0440 1.7157 0.40
H -1.3473 -3.3120 -0.5720 0.12
O -3.4057 3.9577 3.0117 -0.63
H -2.7290 4.3486 3.5649 0.32
H -3.0865 3.0488 3.1081 0.32
O 3.5846 -0.5083 -2.9822 -0.63
H 4.2763 -0.0814 -3.5027 0.31
H 2.7679 -0.2162 -3.3938 0.31
O -1.5121 2.9759 -0.1245 -0.63
H -1.5257 2.9992 -1.0730 0.31
H -2.4083 3.0723 0.1815 0.31
```

Most stable = B

--- A ---
A cluster of 2 separate species, CH7NO in total, computed with ωB97M-V with the def2-TZVPD basis set.

Its SMILES is CN.O. The frontier orbital gap is 9.34 eV.

```
10
Properties=species:S:1:pos:R:3:mulliken_charge:R:1
C 0.2716 -0.1830 -1.6137 -0.61
N -0.7170 0.0377 -0.5318 -0.47
H 0.1527 0.5920 -2.3705 0.26
H 0.1697 -1.2114 -1.9558 0.19
H 1.2449 0.0245 -1.1872 0.25
H -0.1748 0.2650 0.2821 0.22
H -1.4785 0.6633 -0.7172 0.20
O 0.0131 -0.3148 2.3688 -0.65
H -0.3160 0.4539 2.8690 0.31
H 0.8343 -0.3273 2.8563 0.31
```

--- B ---
A cluster of 2 separate species, CH7NO in total, computed with ωB97M-V with the def2-TZVPD basis set.

Its SMILES is CN.O. The frontier orbital gap is 10.96 eV.

```
10
Properties=species:S:1:pos:R:3:mulliken_charge:R:1
C -1.0532 -0.5784 -0.0080 -0.85
N -0.3950 0.7085 0.0196 -0.59
H -0.9624 -1.0121 0.9606 0.34
H -2.1009 -0.6634 -0.2359 0.33
H -0.4915 -1.2573 -0.6629 0.27
H -0.4966 1.2197 -0.8559 0.21
H -0.7476 1.2680 0.7696 0.20
O 2.2075 -0.2705 0.0246 -0.72
H 1.2536 0.0857 0.0496 0.50
H 2.7861 0.4999 -0.0613 0.31
```

Most stable = B